{
  "formula": "C5H5ClN2O2",
  "method": "wB97M-V/def2-TZVPD",
  "elements": ["C", "C", "N", "O", "H", "N", "H", "C", "Cl", "H", "C", "H", "C", "O", "H"],
  "xyz": [[-2.14, -0.08, 1.26], [2.06, -0.02, -1.43], [1.31, 0.98, 0.61], [-2.94, -0.86, 0.55], [1.63, 0.14, -2.42], [1.05, 0.20, -0.43], [0.15, 1.54, 2.23], [-0.80, 0.13, 0.73], [-0.67, -1.48, -1.57], [-2.55, -1.27, -0.20], [-0.15, -0.34, -0.37], [2.82, 0.79, -1.27], [0.21, 0.99, 1.31], [-2.51, 0.31, 2.34], [2.53, -1.03, -1.34]],
  "e_tot_ha": -913.71220,
  "smiles": "Cn1ncc(C(=O)O)c1Cl",
  "e_above_lowest_ev": 0.868,
  "lumo_energy_ev": 0.3441
}